1.
Here is a gas-phase ion, BrClO3P (charge -1) in a non-equilibrium geometry from OMol25. Energies are from ωB97M-V/def2-TZVPD.

## Properties
Calculated total energy = -97998.070 eV
Net charge = -1

Cartesian coordinates (Å):
Br1 -1.68 0.03 0.51
Cl1 0.84 -0.44 -1.83
O1 0.79 1.88 -0.29
O2 1.57 -0.31 0.89
O3 -2.14 -1.58 0.72
P1 0.63 0.42 -0.01



2.
Here is 2 unconnected molecules or ions with the total composition BrF2N in a non-equilibrium geometry from OMol25. Energies are from ωB97M-V/def2-TZVPD.

## Properties
Calculated total energy = -76959.678 eV
Net charge = 0

Cartesian coordinates (Å):
F1 -0.66 -0.14 1.27
F2 0.08 0.98 -1.71
N1 0.13 -0.57 0.18
Br1 1.84 -0.20 0.63



3.
Here is BrFO2S in the gas phase in a non-equilibrium geometry from OMol25. Energies are from ωB97M-V/def2-TZVPD.

## Properties
Calculated total energy = -87685.770 eV
Net charge = 0

Cartesian coordinates (Å):
S1 0.91 -0.21 0.38
O1 1.56 -1.43 0.12
F1 1.27 0.84 -0.83
O2 -2.23 1.05 0.55
Br1 -1.52 -0.25 -0.22



4.
Here is 7 unconnected molecules or ions with the total composition BrH12O6 in a non-equilibrium geometry from OMol25. Energies are from ωB97M-V/def2-TZVPD.

## Properties
Calculated total energy = -82525.940 eV
Net charge = -1

Cartesian coordinates (Å):
H1 1.55 -1.57 0.75
H2 -0.67 -1.12 1.75
H3 -0.88 1.84 0.47
H4 -1.90 -0.80 -2.11
H5 -1.98 -2.40 -2.20
O1 -1.37 2.51 0.98
H6 -0.27 -1.57 3.15
Br1 0.04 -0.13 -0.35
H7 2.52 0.50 0.07
H8 -1.06 1.56 -3.30
O2 -1.03 -1.35 2.58
O3 -1.36 1.87 -2.48
H9 2.49 -1.15 1.72
H10 -1.84 2.04 1.70
H11 3.59 1.45 -0.18
O4 -2.50 -1.56 -2.19
O5 3.47 0.50 -0.02
O6 2.11 -1.97 1.45
H12 -0.89 1.36 -1.79



5.
Here is 10 unconnected molecules or ions with the total composition BrH18O9 in a non-equilibrium geometry from OMol25. Energies are from ωB97M-V/def2-TZVPD.

## Properties
Calculated total energy = -88764.907 eV
Net charge = -1

Cartesian coordinates (Å):
H1 3.86 9.02 18.53
H2 5.37 11.65 15.84
H3 1.29 10.80 19.98
H4 4.95 8.28 19.09
H5 1.52 9.19 17.31
H6 -0.37 12.10 19.45
H7 1.38 8.91 15.83
Br1 3.15 11.10 17.19
H8 4.90 9.38 16.70
O1 1.14 8.54 16.71
H9 6.82 11.62 16.56
H10 3.21 9.65 14.71
O2 5.34 11.87 19.46
H11 4.67 11.64 18.81
H12 0.96 12.05 18.76
H13 3.93 13.82 16.38
H14 2.61 10.00 19.88
O3 5.35 8.54 16.50
O4 3.76 14.46 15.77
H15 2.72 9.60 13.21
O5 2.53 9.51 14.05
H16 6.22 8.85 16.31
H17 4.94 11.94 20.39
H18 3.18 15.17 16.16
O6 4.14 8.63 19.33
O7 2.08 10.52 20.50
O8 0.17 11.55 19.10
O9 6.32 11.38 15.72



6.
Here is 10 unconnected molecules or ions with the total composition BrH18O9 in a non-equilibrium geometry from OMol25. Energies are from ωB97M-V/def2-TZVPD.

## Properties
Calculated total energy = -88765.034 eV
Net charge = -1

Cartesian coordinates (Å):
H1 0.86 0.77 -2.86
O1 -1.54 2.64 -3.55
H2 -0.95 3.08 -2.95
H3 -1.24 4.11 2.88
H4 -2.82 4.17 -0.45
H5 0.93 2.24 -2.50
H6 -1.13 2.73 -4.36
H7 1.32 6.75 -0.78
H8 1.71 8.06 -1.33
H9 -0.46 4.01 1.50
O2 1.66 7.56 -0.44
O3 1.53 5.78 1.62
H10 3.88 4.75 -0.52
O4 -1.96 1.12 -0.54
H11 2.44 4.81 -0.81
O5 -1.03 3.62 2.09
Br1 -0.07 4.39 -0.86
O6 3.25 4.56 -1.22
H12 1.97 5.00 2.04
H13 -1.32 1.70 -0.88
O7 0.98 1.36 -2.09
H14 1.10 0.93 1.25
H15 1.24 2.03 0.19
O8 -3.05 3.84 0.42
H16 -1.54 0.57 0.18
H17 1.04 5.61 0.79
H18 -2.13 3.46 0.63
O9 1.74 1.49 0.82



7.
Here is a molecular structure, BrH2N2O3S in a non-equilibrium geometry from OMol25. Energies are from ωB97M-V/def2-TZVPD.

## Properties
Calculated total energy = -90031.191 eV
Net charge = -1

Cartesian coordinates (Å):
S1 -1.24 0.20 -0.33
O1 -1.29 -1.21 -0.03
Br1 0.87 -0.60 -1.87
H1 0.53 -0.51 1.13
N1 1.02 0.61 -0.22
H2 2.27 -0.20 1.13
O2 -1.89 0.70 -1.50
O3 -1.56 1.03 0.78
N2 1.29 -0.01 0.89



8.
Here is BrH2NOS in the gas phase in a non-equilibrium geometry from OMol25. Energies are from ωB97M-V/def2-TZVPD.

## Properties
Calculated total energy = -84446.594 eV
Net charge = 0

Cartesian coordinates (Å):
H1 1.10 0.24 1.11
O1 -2.03 0.06 0.38
N1 0.58 -0.47 0.49
H2 1.35 -1.10 0.16
Br1 -0.23 1.61 -1.70
S1 -0.76 -0.34 -0.45



9.
Here is a molecular structure, BrH2NOS2 in a non-equilibrium geometry from OMol25. Energies are from ωB97M-V/def2-TZVPD.

## Properties
Calculated total energy = -95280.064 eV
Net charge = 0

Cartesian coordinates (Å):
N1 -0.49 -0.58 -0.19
H1 0.83 0.86 -1.74
S1 2.41 -0.21 0.13
O1 0.24 1.89 0.12
Br1 -2.14 0.09 0.06
H2 -0.27 -1.21 0.70
S2 0.70 0.60 -0.33



10.
Here is 20 unconnected molecules or ions with the total composition BrH38O19 in a non-equilibrium geometry from OMol25. Energies are from ωB97M-V/def2-TZVPD.

## Properties
Calculated total energy = -109566.668 eV
Net charge = -1

Cartesian coordinates (Å):
H1 -9.71 21.65 6.32
H2 -17.05 21.34 11.77
O1 -13.40 19.17 10.81
O2 -16.27 21.31 10.13
H3 -17.76 21.88 9.07
O3 -11.79 24.32 6.29
H4 -12.48 23.86 6.77
O4 -17.47 25.18 6.63
H5 -14.32 22.44 2.58
H6 -9.02 23.76 7.46
H7 -16.63 20.43 10.07
H8 -12.61 17.50 7.38
H9 -11.61 21.15 12.81
H10 -10.97 20.97 9.33
O5 -16.51 20.58 6.21
O6 -17.70 18.91 9.76
H11 -15.18 22.34 3.82
O7 -9.46 22.92 7.54
O8 -9.67 21.00 5.62
H12 -18.14 24.51 6.52
O9 -14.28 22.51 3.54
H13 -11.00 23.81 6.47
H14 -15.41 24.83 9.77
H15 -13.14 18.67 6.58
H16 -15.36 21.22 9.84
O10 -18.38 22.33 8.50
H17 -18.74 23.03 9.05
H18 -13.75 19.64 4.21
O11 -10.47 20.71 10.10
O12 -12.29 21.25 12.14
H19 -12.45 20.38 3.99
H20 -13.96 25.14 9.49
O13 -14.84 25.53 9.47
H21 -17.35 22.15 13.01
H22 -16.96 21.41 6.01
H23 -13.66 19.56 9.97
H24 -13.18 19.92 11.36
H25 -11.01 20.99 10.84
H26 -16.64 24.71 6.55
O14 -15.12 23.70 6.20
H27 -9.07 22.51 8.31
O15 -12.78 24.11 10.20
Br1 -13.63 21.40 8.32
H28 -17.41 18.07 10.13
H29 -15.67 20.86 6.57
O16 -12.69 17.83 6.48
H30 -18.49 19.13 10.25
H31 -14.34 23.56 5.65
O17 -12.76 16.97 9.01
H32 -12.76 23.81 11.11
O18 -12.82 19.50 4.03
H33 -12.97 23.32 9.69
O19 -17.16 21.26 12.72
H34 -13.12 17.58 9.65
H35 -12.64 22.13 12.29
H36 -9.80 21.49 4.81
H37 -14.90 23.29 7.03
H38 -12.30 16.32 9.53



11.
Here is 2 unconnected molecules or ions with the total composition BrH3O3Si in a non-equilibrium geometry from OMol25. Energies are from ωB97M-V/def2-TZVPD.

## Properties
Calculated total energy = -84113.111 eV
Net charge = 0

Cartesian coordinates (Å):
H1 -0.92 -0.79 2.06
O1 -0.06 -0.95 1.63
Br1 2.36 0.37 0.38
O2 -1.05 1.63 -0.14
H2 -0.36 -0.90 -2.16
O3 0.13 -1.13 -1.27
Si1 0.36 -0.41 0.16
H3 -0.46 2.18 -0.66



12.
Here is 2 unconnected molecules or ions with the total composition BrH3O3Si in a non-equilibrium geometry from OMol25. Energies are from ωB97M-V/def2-TZVPD.

## Properties
Calculated total energy = -84113.621 eV
Net charge = 0
Structure (SMILES) = O=[Si](O)O.Br

Cartesian coordinates (Å):
O1 2.64 -0.05 -0.60
Br1 -4.33 -0.13 -0.30
H1 -3.94 -0.90 -1.44
H2 2.49 -1.05 -0.47
O2 0.61 -0.35 1.11
O3 0.89 1.97 -0.35
H3 0.32 -0.09 1.99
Si1 1.32 0.60 0.05



13.
Here is 2 unconnected molecules or ions with the total composition BrH3P2 in a non-equilibrium geometry from OMol25. Energies are from ωB97M-V/def2-TZVPD.

## Properties
Calculated total energy = -88667.077 eV
Net charge = 0

Cartesian coordinates (Å):
Br1 3.79 0.09 -0.11
H1 -0.56 0.57 -0.29
H2 -3.58 -1.21 0.48
P1 -2.20 -1.01 0.94
H3 4.58 1.31 -0.43
P2 -2.03 0.25 -0.59



14.
Here is 2 unconnected molecules or ions with the total composition BrH4N2OP in a non-equilibrium geometry from OMol25. Energies are from ωB97M-V/def2-TZVPD.

## Properties
Calculated total energy = -84422.466 eV
Net charge = 0

Cartesian coordinates (Å):
O1 -0.28 0.86 -1.38
H1 1.96 -1.08 0.58
Br1 -2.18 -0.87 0.06
N1 -0.34 1.85 0.97
H2 0.72 -2.09 0.03
N2 1.36 -1.34 -0.19
H3 -1.02 2.01 1.66
P1 -0.38 0.49 0.15
H4 0.17 0.19 -1.89



15.
Here is 2 unconnected molecules or ions with the total composition BrH4N2P from OMol25. Energies are from ωB97M-V/def2-TZVPD.

## Properties
Calculated total energy = -82376.484 eV
Net charge = 0
Structure (SMILES) = [H]/N=P/N.Br

Cartesian coordinates (Å):
H1 -0.73 3.67 0.94
P1 0.52 -2.21 -0.94
N1 -0.23 -2.36 0.41
N2 0.54 -0.56 -1.09
H2 1.02 -0.08 -1.83
H3 -0.39 -3.31 0.72
Br1 0.33 3.06 1.62
H4 0.18 -0.01 -0.33



16.
Here is a molecular structure, BrH4NSi in a non-equilibrium geometry from OMol25. Energies are from ωB97M-V/def2-TZVPD.

## Properties
Calculated total energy = -79470.612 eV
2S+1 = 3
Net charge = 0

Cartesian coordinates (Å):
H1 0.12 1.09 -1.39
H2 0.86 -1.44 0.80
Br1 -2.35 0.01 0.04
H3 1.39 -0.95 -0.70
Si1 -0.32 0.53 -0.09
H4 -0.33 1.69 1.43
N1 0.63 -0.93 -0.08



17.
Here is a molecular structure, BrH8LiO4 from OMol25. Energies are from ωB97M-V/def2-TZVPD.

## Properties
Calculated total energy = -78569.096 eV
Net charge = 0

Cartesian coordinates (Å):
H1 -1.82 16.74 -1.15
Li1 1.72 16.78 -3.32
H2 1.26 18.20 -5.94
H3 -2.48 16.14 -7.62
O1 -2.95 16.40 -6.82
O2 -2.14 17.27 -1.89
H4 -1.64 16.97 -2.66
H5 0.36 14.22 -5.27
H6 0.66 13.15 -6.32
O3 1.72 19.01 -6.22
O4 0.58 13.28 -5.37
H7 -2.26 16.63 -6.19
Br1 -0.18 16.55 -4.71
H8 1.74 18.97 -7.18



18.
Here is BrHIP in the gas phase from OMol25. Energies are from ωB97M-V/def2-TZVPD.

## Properties
Calculated total energy = -87446.037 eV
Net charge = 0

Cartesian coordinates (Å):
H1 0.38 0.29 -0.71
P1 3.35 -0.97 1.01
I1 1.14 -1.09 -0.25
Br1 4.25 0.61 -0.26



19.
Here is 2 unconnected molecules or ions with the total composition BrHNO2S in a non-equilibrium geometry from OMol25. Energies are from ωB97M-V/def2-TZVPD.

## Properties
Calculated total energy = -86478.669 eV
Net charge = -1

Cartesian coordinates (Å):
O1 1.24 0.20 -1.18
O2 2.11 -1.03 0.69
H1 -0.97 1.40 0.31
S1 0.95 -0.81 -0.19
N1 -1.07 0.52 0.77
Br1 -2.26 -0.27 -0.40



20.
Here is a molecular structure, BrHf in a non-equilibrium geometry from OMol25. Energies are from ωB97M-V/def2-TZVPD.

## Properties
Calculated total energy = -71304.540 eV
Net charge = +3

Cartesian coordinates (Å):
Br1 -1.06 -0.44 -0.32
Hf1 1.06 0.44 0.32